No. 1
Below is one molecule with the formula C5H7NO2 at a distorted geometry, with properties calculated with wB97M-V/def2-TZVPD.

## Properties
HOMO-LUMO gap: 10.73 eV
SMILES string: O=C1CCCC=NO1
Total charge: 0
ΔE to the lowest compared entry with this formula, charge and spin: 349.3 kJ/mol

Structure (XYZ):
```
15
Properties=species:S:1:pos:R:3:nbo_charge:R:1
O 2.21706 -1.15437 -0.69764 -0.5316
C 1.62904 -0.63541 0.24465 0.7889
C 1.23647 0.87670 0.47379 -0.5150
C -0.07701 0.87930 -0.39451 -0.3849
C -1.39625 0.17873 0.17606 -0.4751
C -1.30179 -1.30849 -0.20355 0.0858
N -0.27739 -1.99797 0.07343 -0.1028
O 0.60299 -1.26216 0.94505 -0.4641
H 1.91336 1.50075 -0.18966 0.2284
H 1.43329 1.20519 1.56760 0.2564
H 0.09383 0.54558 -1.38807 0.2242
H -0.51635 1.96943 -0.63907 0.2194
H -2.25107 0.75626 -0.35960 0.2275
H -1.34179 0.24291 1.21847 0.2392
H -1.96440 -1.79645 -0.82693 0.2037
```

=====

No. 2
Below is one molecule with the formula C5H7NO2 at a distorted geometry, with properties calculated with wB97M-V/def2-TZVPD.

## Properties
HOMO-LUMO gap: 9.89 eV
SMILES string: O=C1[C@H]2CN[C@@H]1[C@H]2O
Total charge: 0
ΔE to the lowest compared entry with this formula, charge and spin: 388.1 kJ/mol

Structure (XYZ):
```
15
Properties=species:S:1:pos:R:3:nbo_charge:R:1
O -0.82268 -2.39609 -0.52132 -0.4908
C -0.55682 -1.22273 -0.32210 0.6086
C 0.91344 -0.66508 -0.11097 -0.3340
C 0.89901 0.54057 -1.23044 -0.2213
N -0.55576 0.82985 -1.18425 -0.5999
C -1.02712 0.14238 0.00985 -0.1824
C 0.13545 0.15381 1.04332 0.0583
O -0.20882 -0.77337 2.14750 -0.7036
H 1.84633 -1.24391 0.18635 0.2487
H 1.63534 1.28278 -1.09382 0.1881
H 1.15892 0.29423 -2.15404 0.1899
H -0.56718 1.80242 -1.09603 0.3630
H -2.11017 0.45894 0.40096 0.2191
H 0.47607 1.16080 1.53035 0.1962
H -1.21600 -0.36460 2.39466 0.4601
```

=====

No. 3
Below is one molecule with the formula C5H7NO2S at a distorted geometry, with properties calculated with wB97M-V/def2-TZVPD.

## Properties
HOMO-LUMO gap (spin up / spin down): 8.79 / 8.80 eV
SMILES string: C[C@]1(C=O)[C@@H](S)[C@@H]1N=O
Total charge: 0
ΔE to the lowest compared entry with this formula, charge and spin: 394.0 kJ/mol

Structure (XYZ):
```
16
Properties=species:S:1:pos:R:3:nbo_charge:R:1
C 0.72187 -1.31357 0.80135 -0.5951
C 0.31567 -0.19807 -0.13404 -0.2036
C 0.29952 -0.68099 -1.51432 0.4788
O -0.33234 -0.32319 -2.48359 -0.5127
C 0.43614 1.24336 0.18134 -0.3160
S 0.52538 2.48350 -1.02300 0.0598
C -0.92001 0.51733 0.35164 -0.1550
N -1.27818 0.35560 1.65730 0.0952
O -2.42656 0.63605 1.97081 -0.3017
H 0.71123 -1.01000 1.83544 0.2478
H 1.72984 -1.62999 0.41907 0.2147
H -0.01610 -2.11173 0.66809 0.2231
H 1.11532 -1.60817 -1.63838 0.1102
H 0.85177 1.44608 1.15464 0.2639
H 0.08894 1.59777 -1.96050 0.1567
H -1.82250 0.59604 -0.28585 0.2339
```

=====

No. 4
Below is a 2-piece molecular cluster, C5H7NO2S2 overall at a distorted geometry, with properties calculated with wB97M-V/def2-TZVPD.

## Properties
HOMO-LUMO gap (spin up / spin down): 8.03 / 8.03 eV
Total charge: 0
ΔE to the lowest compared entry with this formula, charge and spin: 387.2 kJ/mol

Structure (XYZ):
```
17
Properties=species:S:1:pos:R:3:nbo_charge:R:1
C -2.97023 0.91422 0.10456 -0.2477
C -1.70815 1.38651 0.52615 -0.3493
C -2.86194 -0.29990 -0.44498 -0.3688
C -0.71520 0.47717 0.48590 -0.3427
C 2.35483 -1.25921 0.00490 -0.2682
N 1.72051 -1.16138 -1.24831 -0.7922
O 2.16268 1.52958 -0.07753 -0.9142
O 2.18128 0.70374 2.19784 -0.8902
S -1.22229 -0.90476 -0.42857 0.3145
S 1.80603 0.52234 0.82921 1.9489
H -3.86998 1.25960 0.38783 0.2218
H -1.55262 2.30664 1.13462 0.2335
H -3.57380 -0.77826 -0.96655 0.2152
H 1.81334 -1.93406 0.69973 0.2340
H 3.38280 -1.12991 -0.03750 0.2291
H 0.76386 -1.04491 -1.32088 0.3899
H 2.28888 -0.58741 -1.84644 0.3864
```

=====

No. 5
Below is one molecule with the formula C5H7NO3 at a distorted geometry, with properties calculated with wB97M-V/def2-TZVPD.

## Properties
HOMO-LUMO gap: 9.48 eV
SMILES string: O=C1C[C@@]1(O)[C@]1(O)CN1
Total charge: 0
ΔE to the lowest compared entry with this formula, charge and spin: 571.0 kJ/mol

Structure (XYZ):
```
16
Properties=species:S:1:pos:R:3:nbo_charge:R:1
O -2.36845 0.28626 -0.71342 -0.5099
C -1.30296 0.77382 -0.38586 0.5960
C -0.69579 1.63898 0.63214 -0.5642
C 0.18366 0.84365 -0.31474 0.1200
O 0.91997 1.63409 -1.24093 -0.7001
C 0.71808 -0.51787 0.03910 0.3755
O 1.97505 -0.60041 0.62260 -0.7004
C 0.16445 -1.78082 -0.53541 -0.2226
N -0.53509 -1.28414 0.63514 -0.7197
H -0.78480 1.35203 1.67226 0.2355
H -0.75295 2.70202 0.44415 0.2630
H 1.67250 1.15140 -1.63026 0.4905
H 1.88103 -0.63911 1.59083 0.4948
H -0.38217 -1.75175 -1.47114 0.1996
H 0.75285 -2.68080 -0.39811 0.2079
H -1.44539 -1.12733 1.05365 0.4342
```

=====

No. 6
Below is one molecule with the formula C5H7NOS at a distorted geometry, with properties calculated with wB97M-V/def2-TZVPD.

## Properties
HOMO-LUMO gap: 8.71 eV
SMILES string: S/N=C/C1=CCCO1
Total charge: 0
ΔE to the lowest compared entry with this formula, charge and spin: 280.8 kJ/mol

Structure (XYZ):
```
15
Properties=species:S:1:pos:R:3:nbo_charge:R:1
S -1.69738 -1.04677 -2.50150 0.0874
N -0.35190 -0.93218 -1.31532 -0.4528
C -0.58713 0.13681 -0.63959 0.0293
C 0.35051 0.31105 0.50182 0.2434
C 1.15933 -0.53073 1.16197 -0.2669
C 1.73654 0.11689 2.36428 -0.4573
C 0.97297 1.51453 2.25329 -0.0707
O 0.38822 1.60931 0.94313 -0.5046
H -1.02952 -2.22117 -3.03063 0.1468
H -1.30933 0.95967 -0.89413 0.1951
H 1.14563 -1.61775 0.96932 0.2353
H 2.83249 0.25127 2.36860 0.2210
H 1.31122 -0.35915 3.24937 0.2205
H 1.56472 2.45573 2.16909 0.1962
H 0.20698 1.63931 3.00387 0.1773
```

=====

No. 7
Below is a 2-piece molecular cluster, C5H7NOS overall at a distorted geometry, with properties calculated with wB97M-V/def2-TZVPD.

## Properties
HOMO-LUMO gap (spin up / spin down): 7.75 / 7.75 eV
Total charge: 0
ΔE to the lowest compared entry with this formula, charge and spin: 443.9 kJ/mol

Structure (XYZ):
```
15
Properties=species:S:1:pos:R:3:nbo_charge:R:1
C 2.57097 0.23598 0.30051 -0.2950
C 1.45585 -0.50975 0.62253 -0.3682
C 2.14738 1.45703 -0.19960 -0.0805
C 0.37918 0.25380 0.17198 0.1006
C -2.62793 -1.56453 -0.12293 -0.7911
N 0.78984 1.44984 -0.31717 -0.5661
O -2.50006 1.28510 -0.35202 -0.9081
S -2.10475 0.13220 0.45726 1.1587
H 3.61938 0.11293 0.68006 0.2234
H 1.43238 -1.44814 0.94888 0.2164
H 2.67863 2.29376 -0.58480 0.2048
H -2.30561 -1.90688 -1.05406 0.2319
H -3.76192 -1.60981 -0.06401 0.2369
H -2.21372 -2.09637 0.60876 0.2163
H 0.44037 1.91484 -1.09538 0.4198
```

=====

No. 8
Below is C5H7NOS as an isolated structure at a distorted geometry, with properties calculated with wB97M-V/def2-TZVPD.

## Properties
HOMO-LUMO gap: 7.53 eV
Total charge: 0
ΔE to the lowest compared entry with this formula, charge and spin: 513.3 kJ/mol

Structure (XYZ):
```
15
Properties=species:S:1:pos:R:3:nbo_charge:R:1
C -1.63106 0.65713 0.03755 -0.2704
C -0.28343 1.12588 0.09078 0.5603
C 2.03712 0.38917 -0.41510 -0.2300
C 2.29216 -1.00371 0.36023 -0.3899
C 0.80984 -1.21973 0.00534 -0.2472
H -2.34898 1.40451 0.24292 0.2166
H 2.44295 0.36531 -1.59490 0.2038
H 2.42545 1.40091 0.07228 0.2402
H 2.31605 -0.68001 1.69078 0.1929
H 3.25254 -1.99410 0.19225 0.2329
H 0.19629 -1.96439 0.69243 0.2349
H 0.85836 -1.81465 -0.94426 0.1939
N 0.63407 0.13210 -0.17389 -0.4487
O -0.03036 2.30998 0.16241 -0.5628
S -2.04288 -0.98841 -0.05665 0.0736
```

=====

No. 9
Below is one molecule with the formula C5H7NOS at a distorted geometry, with properties calculated with wB97M-V/def2-TZVPD.

## Properties
HOMO-LUMO gap: 8.50 eV
Total charge: 0
ΔE to the lowest compared entry with this formula, charge and spin: 372.5 kJ/mol

Structure (XYZ):
```
15
Properties=species:S:1:pos:R:3:nbo_charge:R:1
C -1.04702 -0.89650 -0.39761 -0.4390
C 0.43650 -0.52519 -0.46431 -0.3844
C -1.74972 0.20638 0.22291 0.5345
C 0.57397 0.92429 0.09754 -0.4205
C -0.84160 1.37059 0.57706 -0.5064
N 0.93409 -2.91381 -0.02413 -1.1233
O -2.93834 0.08896 0.39359 -0.5319
S 0.33598 -1.76497 0.79842 1.0294
H -1.34465 -1.69361 -1.07552 0.2666
H 1.07778 -0.63651 -1.37382 0.2681
H 1.39811 0.76027 0.75722 0.2205
H 0.85492 1.66902 -0.56422 0.2215
H -0.90435 1.28898 1.71848 0.2432
H -1.27144 2.16142 0.09075 0.2426
H 1.00813 -3.84469 0.33799 0.3792
```

=====

No. 10
Below is a 2-piece molecular cluster, C5H7NOSSi overall at a distorted geometry, with properties calculated with wB97M-V/def2-TZVPD.

## Properties
HOMO-LUMO gap: 7.15 eV
SMILES string: O=C=C1C=CSC1.N=[SiH2]
Total charge: 0

Structure (XYZ):
```
16
Properties=species:S:1:pos:R:3:nbo_charge:R:1
O -2.86501 0.92986 0.97019 -0.4461
C -1.69984 0.87345 0.95043 0.7567
C -0.40638 0.77602 0.83760 -0.3960
C 0.33381 0.90754 -0.32823 -0.1812
C 1.71345 0.90806 -0.11839 -0.3871
S 2.20781 0.28027 1.44950 0.2194
C 0.42978 0.41161 2.03489 -0.4583
H -0.11191 0.98375 -1.31886 0.2524
H 2.37976 0.98553 -0.86786 0.2116
H 0.14712 -0.51896 2.44160 0.2198
H 0.38260 1.14378 2.76523 0.2163
N -1.29878 -1.04931 -1.25270 -1.3989
Si -0.10920 -1.70689 -2.06308 1.4158
H -2.14199 -1.14911 -0.69845 0.4110
H 0.36328 -0.97590 -3.16091 -0.2160
H 0.67551 -2.79968 -1.64098 -0.2193
```

=====

No. 11
Below is one molecule with the formula C5H7NS at a distorted geometry, with properties calculated with wB97M-V/def2-TZVPD.

## Properties
HOMO-LUMO gap: 9.25 eV
SMILES string: CC1=NS[C@H]2C[C@H]12
Total charge: 0
ΔE to the lowest compared entry with this formula, charge and spin: 473.7 kJ/mol

Structure (XYZ):
```
14
Properties=species:S:1:pos:R:3:nbo_charge:R:1
C -2.48231 0.38142 0.10834 -0.6496
C -1.09817 0.08064 -0.08563 0.2144
N -0.65630 -1.13552 -0.01747 -0.5987
S 0.95306 -1.32911 -0.05322 0.5025
C 1.18633 0.41174 0.44896 -0.4334
C 1.20823 1.87434 -0.01309 -0.3350
C 0.08847 0.94082 -0.40526 -0.3091
H -3.03499 0.49004 -0.92620 0.2429
H -2.34555 1.34003 0.68671 0.2283
H -3.16687 -0.35230 0.92742 0.2441
H 1.02622 0.33650 1.57850 0.2191
H 1.86647 2.13323 -0.85215 0.2292
H 1.30388 2.49539 0.79714 0.2274
H 0.28066 0.63780 -1.55760 0.2176
```

=====

No. 12
Below is C5H7NS as an isolated structure at a distorted geometry, with properties calculated with wB97M-V/def2-TZVPD.

## Properties
HOMO-LUMO gap: 8.39 eV
Total charge: 0
ΔE to the lowest compared entry with this formula, charge and spin: 739.2 kJ/mol

Structure (XYZ):
```
14
Properties=species:S:1:pos:R:3:nbo_charge:R:1
C -0.01103 -0.26521 -0.10619 -0.2652
C 1.17572 0.57845 0.45142 -0.2266
C -0.68874 0.45560 1.22342 -0.1653
C -0.41948 -0.25036 -1.43896 -0.0099
C -0.49174 -0.42100 -2.70763 -0.2498
H -0.68810 -2.55398 -1.47024 0.1919
H 1.69067 1.31529 -0.15462 0.2200
H 1.94595 0.01204 1.04642 0.2048
H 0.63874 2.00197 1.96643 0.3755
H -1.93421 0.83747 1.38683 0.1910
H -0.53670 -0.40252 2.02872 0.1739
H -0.96043 -0.70393 -3.75311 0.2769
N 0.22691 1.53295 1.22251 -0.6398
S 0.05244 -2.13678 0.30500 -0.0774
```

=====

No. 13
Below is C5H7NS as an isolated structure at a distorted geometry, with properties calculated with wB97M-V/def2-TZVPD.

## Properties
HOMO-LUMO gap: 8.76 eV
Total charge: 0
ΔE to the lowest compared entry with this formula, charge and spin: 204.7 kJ/mol

Structure (XYZ):
```
14
Properties=species:S:1:pos:R:3:nbo_charge:R:1
C -1.03456 -0.05688 -0.06130 0.1447
C 1.95666 0.15296 0.68102 -0.4625
C 1.19287 -0.49147 -0.46359 -0.1125
C 1.47888 0.96653 -0.43943 -0.1182
C -2.47216 -0.43362 0.07419 -0.6617
N -0.13706 -0.91863 -0.27812 -0.4577
S -0.66644 1.66193 0.03300 0.0522
H 1.47303 0.21845 1.64402 0.2413
H 3.02316 -0.01107 0.75009 0.2281
H 1.72590 -1.14576 -1.14541 0.2203
H 1.95267 1.67299 -1.08914 0.2294
H -2.86142 -0.73662 -0.89790 0.2387
H -3.06130 0.40178 0.44369 0.2197
H -2.57023 -1.28060 0.74888 0.2381
```

=====

No. 14
Below is one molecule with the formula C5H7NS at a distorted geometry, with properties calculated with wB97M-V/def2-TZVPD.

## Properties
HOMO-LUMO gap (spin up / spin down): 7.80 / 7.80 eV
Total charge: 0
ΔE to the lowest compared entry with this formula, charge and spin: 471.0 kJ/mol

Structure (XYZ):
```
14
Properties=species:S:1:pos:R:3:nbo_charge:R:1
C 1.68705 -2.38321 -0.13632 -0.2535
C 0.76375 -1.60660 -0.02410 0.0296
C -0.52132 0.35825 -0.98704 -0.4362
C -0.85913 1.71657 -0.17085 -0.5147
C -0.28225 -0.73194 -0.02275 -0.1485
N 0.26747 0.41624 1.54043 -0.8191
S 0.65686 1.90599 0.88965 0.3947
H 2.26126 -3.24164 -0.29508 0.2313
H -1.39548 0.24864 -1.60225 0.2348
H 0.25659 0.40959 -1.57293 0.2149
H -0.97973 2.72059 -0.68151 0.2364
H -1.68574 1.52041 0.59894 0.2339
H -1.10730 -1.19816 0.54787 0.2429
H 0.93797 -0.13473 1.91595 0.3535
```

=====

No. 15
Below is one molecule with the formula C5H7NS at a distorted geometry, with properties calculated with wB97M-V/def2-TZVPD.

## Properties
HOMO-LUMO gap: 9.90 eV
SMILES string: NCc1ccsc1
Total charge: 0
ΔE to the lowest compared entry with this formula, charge and spin: 280.6 kJ/mol

Structure (XYZ):
```
14
Properties=species:S:1:pos:R:3:nbo_charge:R:1
N 2.84017 -0.54816 -0.21076 -0.8203
C 2.02660 0.55240 0.18349 -0.2070
C 0.49867 0.32914 0.05480 -0.1367
C -0.45806 1.36184 0.00376 -0.2248
C -1.79789 0.95037 -0.12882 -0.3659
S -1.79895 -0.75920 0.01825 0.4463
C -0.10656 -0.81359 0.12829 -0.4059
H 2.55347 -0.91986 -1.10481 0.3491
H 2.76664 -1.43735 0.28329 0.3490
H 2.39838 1.22023 -0.35022 0.1926
H 2.46930 1.03539 1.17782 0.1962
H -0.05425 2.33247 -0.15277 0.2120
H -2.49919 1.45475 -0.36492 0.1780
H 0.29102 -1.98224 0.24586 0.2374
```

=====

No. 16
Below is C5H7NS2 as an isolated structure at a distorted geometry, with properties calculated with wB97M-V/def2-TZVPD.

## Properties
HOMO-LUMO gap: 8.34 eV
Total charge: 0
ΔE to the lowest compared entry with this formula, charge and spin: 96.7 kJ/mol

Structure (XYZ):
```
15
Properties=species:S:1:pos:R:3:nbo_charge:R:1
C 1.36121 0.36371 0.68155 -0.1943
C 0.94649 -0.89603 0.63897 -0.2120
C -1.67200 -1.52556 0.22539 0.0994
C 1.01376 1.21442 -0.49233 -0.5445
C 0.12794 -1.26128 -0.51224 -0.3937
N -2.44573 -0.54955 -0.18589 -0.8007
S -1.92895 -2.78142 1.18455 -0.1277
S 0.10668 0.11278 -1.64411 0.2056
H 1.93909 0.79976 1.47854 0.2212
H 1.12054 -1.62550 1.41234 0.2397
H 0.38035 2.06265 -0.22642 0.2252
H 1.89911 1.58874 -1.00999 0.2299
H 0.29225 -2.21760 -0.98947 0.2423
H -2.07780 0.11822 -0.85882 0.4060
H -3.42408 -0.52223 0.06186 0.4036
```

=====

No. 17
Below is one molecule with the formula C5H7OP at a distorted geometry, with properties calculated with wB97M-V/def2-TZVPD.

## Properties
HOMO-LUMO gap: 9.47 eV
SMILES string: PCc1ccco1
Total charge: 0
ΔE to the lowest compared entry with this formula, charge and spin: 155.9 kJ/mol

Structure (XYZ):
```
14
Properties=species:S:1:pos:R:3:nbo_charge:R:1
P -2.41338 -0.59723 0.22427 0.3121
C -1.31729 0.89723 0.00554 -0.7402
C 0.11799 0.31550 0.14573 0.2645
C 1.38357 0.80504 0.36962 -0.3199
C 2.28033 -0.25162 0.16671 -0.3176
C 1.49097 -1.33969 -0.02453 0.0954
O 0.22942 -0.99431 -0.19708 -0.4231
H -2.06853 -1.18002 -0.98499 -0.0140
H -3.68584 0.14727 -0.01195 -0.0215
H -1.44373 1.31385 -1.07686 0.2358
H -1.31452 1.85526 0.71549 0.2610
H 1.85918 1.77556 0.57977 0.2365
H 3.30040 -0.33140 0.42240 0.2268
H 1.58144 -2.41544 -0.33412 0.2042
```